No. 1
41
Properties=species:S:1:pos:R:3 method="wB97M-V/def2-TZVPD" lumo_ev=0.1 homo_lumo_gap_ev=8.308 largest_force_ev_per_a=0.6 e_tot_ev=-27638.1472 e_above_lowest_kcal_mol=0.00
O 0.55833 0.61816 -1.33178
C 0.00241 1.28305 -0.44530
C 0.69971 2.21488 0.39377
C 2.05039 2.38605 0.30636
N 2.78825 1.82506 -0.65536
C 4.21351 1.68901 -0.58197
H 4.65658 2.59149 -0.14892
C 4.64766 0.49468 0.28456
O 5.54883 0.60191 1.08166
C 3.85420 -0.74204 0.11930
C 3.64452 -1.53916 1.24448
C 2.86812 -2.67815 1.15816
C 2.30847 -3.04311 -0.05588
C 2.53917 -2.27465 -1.18557
C 3.30399 -1.12703 -1.10279
H 3.49517 -0.55331 -1.99686
H 2.11415 -2.56482 -2.13415
H 1.69773 -3.93132 -0.12300
H 2.69815 -3.28208 2.03704
H 4.08655 -1.23735 2.18241
H 4.61855 1.55481 -1.58987
H 2.23945 1.17253 -1.23009
H 2.57423 3.02206 1.01261
H 0.15645 2.72728 1.16833
C -1.44719 1.08244 -0.17970
C -1.98182 -0.17152 -0.35828
C -3.34648 -0.42498 -0.12798
C -3.91072 -1.70799 -0.29182
C -5.24230 -1.91790 -0.06790
C -6.07046 -0.85666 0.33117
C -5.55386 0.39789 0.49874
C -4.18472 0.64810 0.27515
C -3.61844 1.93189 0.42883
C -2.28762 2.14524 0.21463
H -1.87622 3.13855 0.31533
H -4.26331 2.74990 0.71829
H -6.18840 1.21772 0.80482
H -7.12082 -1.04119 0.50376
H -5.66915 -2.90202 -0.19609
H -3.26811 -2.52026 -0.60019
H -1.33489 -0.97719 -0.67591

No. 2
49
Properties=species:S:1:pos:R:3 method="wB97M-V/def2-TZVPD" lumo_ev=-0.1 homo_lumo_gap_ev=8.746 largest_force_ev_per_a=1.8 e_tot_ev=-178619.4085 e_above_lowest_kcal_mol=7.28
Pt 0.01106 -1.18687 -0.57919
O 0.43113 1.71449 1.27925
C -0.90069 2.06876 0.93082
C -1.92281 1.43046 1.85912
C -1.83088 -0.10235 1.91598
C -2.60001 -0.80032 0.82711
C -3.98581 -0.89134 0.92504
C -4.71279 -1.57929 -0.02362
C -4.03491 -2.19248 -1.06722
C -2.66720 -2.06054 -1.13106
N -1.96447 -1.37336 -0.20902
H 0.61479 2.04899 2.16302
H -1.03405 1.73913 -0.09782
H -1.02162 3.15727 0.94816
H -2.92889 1.72950 1.54961
H -1.77751 1.83294 2.86648
H -2.25411 -0.44885 2.86114
H -0.78413 -0.40671 1.88939
H -4.47472 -0.41987 1.76711
H -5.78999 -1.64680 0.05237
H -4.55101 -2.75215 -1.83308
H -2.08897 -2.47952 -1.93815
Br 0.30286 4.91036 -6.97892
C 0.06481 3.52801 -5.70288
C 0.78931 3.56450 -4.52336
C 0.60676 2.55219 -3.59354
C -0.28413 1.51455 -3.84693
C -0.99641 1.49554 -5.03888
C -0.82950 2.50492 -5.97362
C -0.47895 0.41251 -2.84349
O -1.14958 -0.56120 -3.14942
O 0.12375 0.59243 -1.70217
H 1.48305 4.37204 -4.33593
H 1.15289 2.55587 -2.66005
H -1.67920 0.67758 -5.22320
H -1.38288 2.49859 -6.90215
Br 7.24599 -3.15650 -0.58894
C 5.58129 -3.44339 0.24988
C 5.48314 -4.36382 1.28604
N 4.34413 -4.61531 1.92241
C 3.25825 -3.95301 1.53726
C 3.27032 -3.01786 0.51075
C 4.45980 -2.74976 -0.15276
C 2.03587 -2.31050 0.12056
O 0.90673 -2.62032 0.62576
O 2.05349 -1.37233 -0.73328
H 6.35890 -4.91415 1.60869
H 2.33553 -4.16747 2.06173
H 4.48926 -2.02140 -0.95156

No. 3
65
Properties=species:S:1:pos:R:3 method="wB97M-V/def2-TZVPD" lumo_ev=-6.1 homo_lumo_gap_ev=7.578 largest_force_ev_per_a=0.8 e_tot_ev=-131331.8708 e_above_lowest_kcal_mol=1.02 total_charge=+2
Hf 0.00636 0.17519 0.29749
Cl -4.00391 2.94300 1.32986
C -2.54365 3.56870 0.66930
C -2.41786 4.96184 0.44212
C -1.25802 5.47611 -0.05552
Cl -1.11233 7.17178 -0.31731
C -0.14905 4.62707 -0.34899
C 1.11991 5.06589 -0.77048
C 2.13245 4.15292 -0.92489
C 1.87443 2.79883 -0.69439
N 0.67894 2.33189 -0.35903
C -0.31918 3.25051 -0.15060
C -1.51832 2.72436 0.36192
O -1.52666 1.38845 0.54466
H -3.24886 5.61185 0.67611
H 1.28986 6.12118 -0.93716
H 3.12864 4.46220 -1.20481
H 2.67628 2.07823 -0.76917
C -0.22626 -1.26721 4.88723
O -0.07153 -2.25020 3.81296
C -0.01574 -1.83917 2.59768
O -0.17831 -0.63745 2.25683
N 0.20513 -2.79625 1.68072
N 0.58617 -2.33016 0.39932
H -0.62306 -1.83347 5.72084
H -0.91288 -0.48677 4.57577
H 0.76221 -0.87395 5.10692
H 0.61630 -3.66250 2.01473
H 0.12956 -2.91501 -0.29359
H 1.60208 -2.44747 0.30803
C 2.48941 0.19387 -2.65896
C 1.14437 -0.42504 -2.82973
N 0.17753 -0.48752 -1.91902
C -0.92853 -1.17418 -2.42081
C -0.79574 -1.58983 -3.70156
S 0.73362 -1.14421 -4.29908
C -2.07203 -1.39860 -1.53482
C -3.30578 -1.84801 -1.87247
S -4.28464 -1.91130 -0.48220
C -3.02328 -1.31871 0.48014
N -1.90854 -1.10945 -0.19386
C -3.23137 -1.07550 1.93742
H 2.87517 0.02095 -1.65569
H 2.43757 1.26524 -2.85398
H 3.19373 -0.23707 -3.36830
H -1.49991 -2.14463 -4.29879
H -3.68046 -2.11620 -2.84608
H -4.29449 -1.05599 2.16898
H -2.79943 -0.12053 2.23106
H -2.78468 -1.88262 2.52200
F 2.88990 2.72031 2.41690
C 2.24662 1.62095 2.75016
F 0.95069 1.75802 2.37190
F 2.29219 1.42294 4.04397
S 3.03052 0.20665 1.80319
O 2.06031 0.07246 0.63575
O 4.30438 0.63485 1.34427
N 2.87908 -0.95909 2.79700
S 3.45003 -2.43818 2.37759
O 3.58411 -2.53262 0.94858
O 2.66840 -3.40460 3.08071
C 5.15033 -2.48167 3.10858
F 5.70570 -3.60622 2.69253
F 5.06332 -2.46674 4.42363
F 5.84340 -1.44135 2.68479

No. 4
50
Properties=species:S:1:pos:R:3 method="wB97M-V/def2-TZVPD" lumo_ev=-0.1 homo_lumo_gap_ev=8.117 largest_force_ev_per_a=3.5 e_tot_ev=-45154.0062 e_above_lowest_kcal_mol=0.00
O 4.48683 1.06124 -3.71485
F 2.33649 3.44049 -7.18564
F 4.19668 3.95673 -6.24904
F -6.95221 -2.87397 4.86395
F -6.00381 -4.69671 3.96621
F -6.07381 -2.64873 2.94727
C 1.89995 -2.15295 4.99868
C 1.02687 -1.71685 4.24796
N -2.92193 0.28053 1.01796
N -1.30538 -1.25565 3.88642
C 3.28513 1.27227 -3.87526
C -2.05203 -0.18947 1.87060
C -2.29054 -0.81822 3.16703
C -2.11223 0.65756 -0.04421
C 0.01130 -1.16920 3.41364
C 0.31553 -0.55186 2.22515
C -0.75835 0.50810 0.20376
C -0.00603 0.60930 -2.12418
C 0.96146 0.85193 -3.10093
C 1.65570 1.04730 -0.43944
C 0.31874 0.73248 -0.75958
C 2.30091 1.14482 -2.74745
C 2.65897 1.28826 -1.36511
N -0.73703 -0.04964 1.47757
N 2.81071 1.55922 -5.15285
N -3.59919 -1.03093 3.60693
C 4.03245 1.70188 -0.84405
C 3.60425 3.02460 -7.02263
C -5.90706 -3.32606 4.11052
C 3.63086 1.65705 -6.36870
C -4.05071 -1.57747 4.88800
C -4.48327 -3.05906 4.67483
H 2.67418 -2.56389 5.65154
H -2.51689 1.02237 -1.00489
H 1.32831 -0.46944 1.86598
H -0.99628 0.29815 -2.45704
H 0.72331 0.72235 -4.14017
H 1.98572 1.16149 0.59167
H 1.84710 1.78313 -5.20787
H -4.30242 -0.82068 2.90656
H 4.67635 0.78193 -0.84550
H 3.96926 2.08213 0.17711
H 4.48613 2.46498 -1.47571
H 4.11523 3.00493 -7.99145
H 3.28766 0.93240 -7.11971
H 4.67531 1.42851 -6.13305
H -4.85316 -0.98797 5.26772
H -3.19973 -1.45497 5.58864
H -4.45608 -3.51516 5.66630
H -3.72327 -3.54726 4.08731

No. 5
56
Properties=species:S:1:pos:R:3 method="wB97M-V/def2-TZVPD" lumo_ev=-4.7 homo_lumo_gap_ev=6.996 largest_force_ev_per_a=6.0 e_tot_ev=-59316.7523 total_charge=+1
N -3.62648 4.12624 1.96962
C -2.20917 4.56823 1.66975
F -1.67254 3.74968 0.55155
F -2.32720 5.97082 1.12002
C -1.22699 4.68165 2.97657
F -1.91545 5.34345 4.13859
F -0.12265 5.63539 2.59034
C -0.49138 3.28801 3.42320
F -1.09473 2.05090 2.87813
F 0.99288 3.34143 3.16211
F -0.61244 3.18211 4.92382
H -4.11390 4.81986 2.60779
H -4.15599 4.13414 1.04666
H -3.70988 3.16246 2.37676
C -0.34406 0.02365 -2.63883
C -0.47131 0.90197 -1.56156
C -1.37179 0.62107 -0.53218
C -2.14006 -0.54992 -0.58978
C -2.01989 -1.42955 -1.67388
C -1.11802 -1.13652 -2.69878
N -3.06992 -0.86362 0.50174
O -3.16146 -0.05099 1.43393
O -3.70679 -1.92447 0.43085
H 0.36350 0.24411 -3.43630
H 0.13429 1.80490 -1.52269
H -1.45918 1.31561 0.30049
H -2.61352 -2.33937 -1.73376
H -1.01524 -1.81459 -3.54312
C 3.19814 1.73110 5.12020
C 4.17195 2.72230 5.25192
C 5.44619 2.52715 4.71561
C 5.73428 1.33199 4.04229
C 4.76090 0.33205 3.91530
C 3.49101 0.53749 4.45829
N 7.06407 1.13139 3.45416
O 7.90371 2.03149 3.60427
O 7.26972 0.07592 2.83794
H 2.20430 1.89016 5.53515
H 3.93656 3.64926 5.77047
H 6.19402 3.30931 4.82665
H 4.97243 -0.60231 3.39958
H 2.72761 -0.23144 4.36232
C -0.32102 -6.45587 -6.56567
C -1.39368 -6.94112 -5.81595
C -2.24632 -6.05264 -5.15792
C -2.01711 -4.67370 -5.26170
C -0.93648 -4.18413 -6.00736
C -0.08894 -5.08252 -6.65869
N -2.92481 -3.73365 -4.59323
O -3.85809 -4.20644 -3.92751
O -2.70865 -2.52167 -4.73609
H 0.33775 -7.15232 -7.08160
H -1.56717 -8.01289 -5.74699
H -3.07785 -6.44665 -4.57770
H -0.74404 -3.11665 -6.09228
H 0.75089 -4.71223 -7.24248